Below is a cluster of 2 separate species, CH5NOS in total at a distorted geometry, with properties calculated with the ωB97M-V functional and the def2-TZVPD basis.

Bonds (Å) are listed after each position.
Cartesian coordinates (Å):
1 S -0.399 1.038 -3.049  H2 1.331, H3 1.405
2 H -0.644 1.997 -2.160  S1 1.331
3 H -0.982 0.262 -2.034  S1 1.405
4 C 0.267 -0.790 1.792  N5 1.353, O6 1.211, H7 1.224
5 N -0.149 -1.527 2.847  C4 1.353, H8 1.010, H9 1.067
6 O 1.007 0.167 1.844  C4 1.211
7 H -0.136 -1.469 0.857  C4 1.224
8 H -1.107 -1.564 3.163  N5 1.010
9 H 0.632 -1.748 3.539  N5 1.067

Values from the calculation:
SMILES = NC=O.S
Kohn-Sham gap = 10.49 eV
max |F| = 4.10 eV Å⁻¹
molecular weight = 79.12 u
HOMO = -9.68 eV